# C2H5NO2

An isolated molecule of C2H5NO2 at a distorted geometry (ωB97M-V with the def2-TZVPD basis set, the Open Molecules 2025 dataset).

Atoms and positions in Å:
C1 1.43874 0.00278 -0.18134
O1 0.24332 0.75612 -0.21421
C2 -0.77203 0.24149 0.63006
N1 -1.65893 -0.19412 -0.28226
O2 -0.74288 0.23836 1.83109
H1 1.88596 0.10971 0.80464
H2 2.09768 0.40892 -0.95273
H3 1.25312 -1.06097 -0.39980
H4 -1.15829 0.04777 -1.14167
H5 -2.58670 -0.55007 -0.09377

Properties
HOMO energy in Ha: -0.3859
Frontier orbital gap in eV: 11.4
2S+1: 1
SMILES string: COC(N)=O

***

# CH3IN2O2

An isolated molecule of CH3IN2O2 at a distorted geometry (ωB97M-V with the def2-TZVPD basis set, the Open Molecules 2025 dataset).

Atoms and positions in Å:
C1 -0.44366 -1.07461 0.81693
N1 -0.12006 2.56730 -1.27545
N2 1.35097 -0.42420 -0.61200
O1 -0.69748 1.98399 -2.07887
O2 0.91126 -1.31514 0.31856
I1 1.43172 1.42429 0.12534
H1 -0.60498 -0.21304 1.52373
H2 -0.77107 -1.99294 1.25421
H3 -1.05671 -0.95565 -0.07245

Properties
HOMO energy (spin up / spin down) in Ha: -0.3270 / -0.2918
Frontier orbital gap (spin up / spin down) in eV: 8.8 / 6.6
2S+1: 1

***

# C4H6CoO3

A structure of composition C4H6CoO3 at a distorted geometry (ωB97M-V with the def2-TZVPD basis set, the Open Molecules 2025 dataset).

Atoms and positions in Å:
H1 -2.44628 0.14417 0.77896
C1 -1.65158 -0.32371 0.18917
C2 -1.33909 0.09233 -1.05329
H2 -2.36015 0.19938 -1.52554
H3 -0.56910 -0.40271 -1.64257
O1 -0.89397 -1.07483 1.01854
O2 0.23721 -1.66251 0.38568
Co1 -0.35263 -3.45165 0.12369
C3 1.93519 1.46579 0.14535
C4 0.85459 2.01531 0.72801
O3 2.14531 0.12344 -0.18220
H4 2.68445 2.05029 -0.41194
H5 0.38805 1.25326 1.39249
H6 1.36799 -0.42859 0.05364

Properties
HOMO energy (spin up / spin down) in Ha: 0.0500 / 0.0499
Frontier orbital gap (spin up / spin down) in eV: 5.1 / 4.8
Net charge: -2
2S+1: 4

***

# C32H28F6N6O5P2S2SeV

A structure of composition C32H28F6N6O5P2S2SeV (ωB97M-V with the def2-TZVPD basis set, the Open Molecules 2025 dataset).

Atoms and positions in Å:
V1 -1.46555 -0.58507 -0.35360
N1 1.85744 -0.16660 -0.01797
P1 0.99420 -0.54821 1.40756
C1 1.73150 0.61009 2.59749
C2 2.86288 0.34794 3.36559
C3 3.38224 1.33102 4.19592
C4 2.77739 2.57841 4.26101
C5 1.64988 2.84604 3.49620
C6 1.12344 1.86409 2.66996
C7 1.67527 -2.16641 1.89687
C8 2.26702 -3.00140 0.95187
C9 2.67523 -4.28265 1.30089
C10 2.49315 -4.74365 2.59411
C11 1.89696 -3.92057 3.54147
C12 1.48620 -2.64429 3.19526
P2 0.90958 -0.20753 -1.40499
C13 1.79582 -1.32195 -2.53794
C14 1.28554 -2.58836 -2.80914
C15 1.99094 -3.46445 -3.62464
C16 3.21132 -3.08185 -4.15783
C17 3.72883 -1.81940 -3.88900
C18 3.02029 -0.93867 -3.09000
C19 1.15743 1.39359 -2.23340
C20 0.54662 1.59170 -3.46942
C21 0.62816 2.82374 -4.10018
C22 1.32909 3.86390 -3.50161
C23 1.94318 3.66820 -2.27237
C24 1.84947 2.43877 -1.63381
H1 2.87018 -0.15613 -0.05308
H2 3.33738 -0.62469 3.32039
H3 4.26050 1.12109 4.79317
H4 3.18192 3.34076 4.91476
H5 1.17133 3.81546 3.55472
H6 0.23908 2.06154 2.07525
H7 2.40699 -2.66049 -0.06637
H8 3.13260 -4.92036 0.55517
H9 2.80929 -5.74299 2.86379
H10 1.74720 -4.27626 4.55277
H11 1.01914 -2.01494 3.94227
H12 0.33588 -2.88333 -2.38958
H13 1.57794 -4.44055 -3.84290
H14 3.76177 -3.76403 -4.79313
H15 4.67946 -1.52168 -4.31259
H16 3.40882 0.05666 -2.90204
H17 0.00463 0.77749 -3.94058
H18 0.15193 2.97200 -5.06114
H19 1.39891 4.82417 -3.99682
H20 2.49040 4.47693 -1.80424
H21 2.28556 2.29908 -0.65213
F1 -0.98087 -0.63934 4.10367
C25 -1.91232 0.26362 4.41594
F2 -2.59291 -0.17364 5.46957
F3 -1.31428 1.40961 4.73075
S1 -3.05121 0.54554 2.99669
O1 -2.20532 0.93274 1.88604
O2 -4.00679 1.47033 3.50687
N2 -3.67043 -0.90255 2.78592
S2 -3.24482 -1.65315 1.48897
O3 -1.85999 -2.09328 1.41352
O4 -3.66035 -0.98825 0.26045
C26 -4.25853 -3.18261 1.64493
F4 -3.90678 -3.84739 2.73667
F5 -4.02580 -3.92735 0.57409
F6 -5.54754 -2.87955 1.70387
C27 -1.63686 4.61894 -0.44341
N3 -2.26164 3.46865 -1.08578
C28 -3.33244 3.58058 -1.90544
C29 -3.89524 2.50613 -2.49640
C30 -3.32005 1.22828 -2.21274
N4 -2.26482 1.12097 -1.40899
C31 -1.70078 2.22180 -0.83121
O5 -0.72689 2.12275 -0.10142
N5 -3.81701 0.11978 -2.75258
H22 -2.17271 5.51599 -0.74325
H23 -0.59365 4.68680 -0.74662
H24 -1.67997 4.50466 0.63802
H25 -3.71204 4.58218 -2.05478
H26 -4.75114 2.60772 -3.14406
H27 -4.64527 0.15341 -3.31766
H28 -3.41765 -0.77986 -2.50637
Se1 -2.68372 -4.20342 -3.59467
C32 -2.26093 -2.93323 -2.44130
N6 -1.96370 -2.07299 -1.70531

Properties
HOMO energy (spin up / spin down) in Ha: -0.2723 / -0.2820
Frontier orbital gap (spin up / spin down) in eV: 7.6 / 7.7
2S+1: 4

***

Energy relative to the best compared isomer or geometry (same formula, charge and spin): 20.0 141.5 0.0 11.1 (kcal/mol)